Computed, not measured: C10H17BrNO as an isolated structure at a distorted geometry, with ωB97M-V/def2-TZVPD.

Structure (XYZ):
```
30
Properties=species:S:1:pos:R:3:mulliken_charge:R:1
H -2.652 -1.672 -1.650 0.33
C -0.795 -1.966 1.276 -0.67
C 0.182 -0.196 -0.149 1.94
H -0.537 -2.837 1.974 0.30
C 3.188 0.707 0.596 0.52
H -0.338 -1.254 -2.160 0.41
H 0.992 -2.030 -0.040 0.39
H -1.282 1.220 0.288 0.39
C -0.712 -0.537 -1.363 -0.53
H -0.066 3.904 -0.225 0.38
H -1.204 -3.170 -0.307 0.41
H -0.334 2.619 -1.455 0.40
H -1.377 -1.307 1.822 0.40
H 1.439 2.422 0.907 0.50
H -2.658 -2.724 0.578 0.33
H 1.178 -0.925 1.544 0.31
H -1.200 0.313 -1.719 0.22
C 0.255 3.018 -0.714 -1.11
O 3.205 1.641 1.315 -0.44
H -2.591 -0.557 -0.227 0.31
H -0.554 0.984 1.730 0.36
H 1.083 3.461 -1.247 0.44
H 1.795 1.035 -1.408 0.52
C -0.360 0.936 0.666 -1.26
N 0.724 1.880 0.168 0.18
Br 4.517 -0.567 0.154 0.01
C -1.993 -1.296 -0.734 -0.62
C -1.693 -2.413 0.151 -0.78
C 1.272 0.742 -0.511 -1.84
C 0.516 -1.433 0.738 -0.80
```

Largest force on an atom   0.099 hartree/bohr
E   -84214.9462 eV
Charge   +1
Gap between HOMO and LUMO   8.774 eV
Lowest unoccupied orbital energy   -4.13 eV